Record 1
68
Properties=species:S:1:pos:R:3:forces:R:3 method="wB97M-V/def2-TZVPD" charge=0 s_squared=2.0140 spin_multiplicity=3 homo_energy_ev="-6.4 / -6.4" homo_lumo_gap_ev="6.57 / 4.10" e_tot_ha=-4889.4405
Pd 0.79650 1.92779 -1.30948 -0.925 -0.016 -0.221
Br 2.28374 -8.33214 2.97630 -0.064 0.143 0.061
C 1.74329 -6.61432 3.60618 0.009 -0.194 -0.005
C 2.54132 -5.51347 3.33333 -0.007 -0.172 -0.021
C 2.14884 -4.26754 3.77025 -0.300 0.130 0.221
C 0.94639 -4.11189 4.47953 0.271 -0.987 -0.941
C 0.18726 -5.24627 4.79226 0.107 0.452 -0.189
C 0.57292 -6.48985 4.33943 0.216 -0.234 -0.205
N 0.57337 -2.90274 5.00838 -0.039 0.330 1.624
N 0.44188 -1.80341 4.45286 -0.367 0.617 0.931
C 0.35957 -1.53596 3.13285 0.089 -0.398 -1.553
C 0.21143 -2.47246 2.08642 0.030 0.307 0.606
C 0.24015 -2.09781 0.77636 -0.047 0.131 -0.394
C 0.43728 -0.74871 0.36511 0.006 -0.359 0.487
O 0.65362 -0.45209 -0.82774 0.165 0.415 -0.402
C 0.34525 0.25687 1.43498 -0.041 -0.334 0.204
N 0.22563 1.54677 1.08115 0.046 0.459 -0.116
C 0.11161 2.46205 2.02200 -0.032 -0.097 -0.227
C 0.19478 2.16893 3.38645 -0.011 -0.203 0.054
C 0.32525 0.86073 3.76967 -0.017 0.276 0.013
C 0.34559 -0.14578 2.78838 0.065 -0.314 -0.099
H 3.45265 -5.63076 2.76683 0.083 -0.034 -0.002
H 2.75265 -3.39470 3.56296 0.019 0.024 -0.051
H -0.72106 -5.12077 5.36124 -0.071 0.002 0.087
H -0.03306 -7.35922 4.54471 -0.011 -0.072 0.038
H 0.05990 -3.51412 2.32651 0.062 -0.032 -0.018
H 0.15250 -2.83728 -0.00639 0.004 -0.049 -0.089
H -0.06224 3.48058 1.70085 0.071 0.021 -0.048
H 0.14875 2.97135 4.10774 -0.037 0.028 0.074
H 0.38369 0.56148 4.80473 -0.010 0.040 0.063
N -0.57190 3.51050 -4.09606 -0.208 0.317 -0.062
N 0.55971 3.59834 -3.22497 0.417 0.194 -0.003
H -0.69476 4.36220 -4.64861 0.100 -0.252 0.294
H -1.40637 3.36313 -3.53189 0.321 -0.067 -0.004
H 0.70542 4.54750 -2.85967 -0.028 -0.441 -0.232
H 1.38639 3.33059 -3.76764 -0.412 0.206 0.295
Te 3.32359 1.93130 -1.13331 0.070 0.428 0.613
C 3.05313 3.48831 0.23831 0.623 -0.256 -0.107
C 1.96185 4.30994 0.31526 -0.312 0.077 -0.396
C 2.05958 5.26945 1.34421 0.053 0.131 0.069
C 3.21987 5.16385 2.04321 0.441 -0.355 -0.065
S 4.21829 3.89395 1.44963 -0.470 0.272 -0.078
H 1.10211 4.20550 -0.35217 0.315 0.075 0.246
H 1.30589 6.00563 1.56737 -0.115 0.079 0.001
H 3.54786 5.75931 2.87315 0.032 0.113 0.176
C -1.10192 -1.64659 -4.44108 -0.039 0.243 -0.014
C 0.13215 -0.76076 -4.31450 0.076 -0.252 -0.223
N -0.14364 0.38697 -3.47927 0.329 0.102 0.157
C -1.31984 0.62334 -2.84618 -0.106 0.228 -0.005
N -1.32046 1.46777 -1.85463 0.575 0.054 -0.109
C -2.52490 1.74186 -1.11176 -0.240 0.009 0.216
C -3.61375 0.69386 -1.34186 0.139 0.207 -0.172
C -3.72711 0.44248 -2.84327 -0.176 0.068 0.269
N -2.43823 0.01979 -3.33912 0.148 -0.081 0.042
C -2.32968 -0.74723 -4.55956 0.123 -0.228 -0.135
H -1.21278 -2.25953 -3.54436 0.005 -0.016 -0.032
H -1.00767 -2.30389 -5.30390 0.003 -0.009 -0.030
H 0.45230 -0.40246 -5.30253 -0.067 -0.153 0.060
H 0.95693 -1.33662 -3.88117 -0.059 0.077 -0.028
H 0.65972 0.78650 -2.95742 -0.668 -0.559 -0.626
H -2.90141 2.73957 -1.38610 -0.069 -0.064 0.086
H -2.25524 1.78315 -0.04939 -0.107 0.026 -0.135
H -4.56643 1.04072 -0.93950 0.006 -0.033 0.006
H -3.33967 -0.23676 -0.83965 -0.024 0.003 -0.026
H -4.06334 1.36118 -3.35142 -0.029 -0.120 0.032
H -4.45352 -0.34835 -3.05278 0.076 0.090 -0.025
H -2.22988 -0.08964 -5.43748 -0.077 -0.083 0.053
H -3.24173 -1.34012 -4.67377 0.090 0.091 0.015

Record 2
102
Properties=species:S:1:pos:R:3:forces:R:3 method="wB97M-V/def2-TZVPD" charge=-1 homo_energy_ev=-4.6 homo_lumo_gap_ev=5.91 e_tot_ha=-3052.0585
C 2.43346 1.45815 1.23518 0.637 -0.926 0.373
C 2.04773 0.76837 -0.16958 0.689 -0.156 0.389
C 1.36002 1.75449 -1.24423 0.119 0.395 -0.407
C 1.26133 3.28573 -0.76935 0.765 2.524 0.059
C -0.06591 3.71904 0.01992 1.490 2.892 0.481
C -1.19499 2.63627 0.29192 -2.223 0.289 -1.684
Cl -0.98880 1.24736 1.50561 0.035 1.842 -1.354
C -2.42456 2.66696 -0.42132 2.776 0.782 0.937
C -2.70903 3.82949 -1.48441 -0.432 -0.767 -0.345
Cl -3.70485 1.39873 -0.15478 1.337 1.544 -0.428
C -0.23927 5.18091 0.49832 2.089 -1.957 -1.573
C -1.50946 5.79498 1.25622 1.972 0.626 0.305
N -2.17518 4.87606 2.22683 -0.765 0.467 -1.462
C 0.96227 6.17626 0.17476 0.552 0.987 -0.227
N 0.96124 7.57305 0.54919 2.173 -3.590 -1.951
S 2.45527 8.18959 -0.00866 -1.147 -2.814 -0.290
N 3.22569 6.86550 -0.76790 -4.623 -1.765 1.797
C 2.28242 5.78310 -0.60172 -0.905 -0.116 0.498
C 2.40029 4.29584 -1.09507 -2.286 -0.679 1.244
C 3.71805 3.87741 -1.92555 2.025 -1.983 -4.755
O 4.90971 3.98241 -1.49092 -3.742 0.297 0.374
O 3.50398 3.39458 -3.21916 -0.523 1.985 5.497
H 1.61144 2.11356 1.68542 1.274 -0.849 -0.829
H 2.61462 0.58827 1.98062 -0.273 1.376 -1.051
H 3.44458 2.02297 1.17922 -1.891 -0.690 -0.083
H 1.42576 -0.18662 0.04847 0.723 1.773 -0.480
H 3.03279 0.38179 -0.63622 -1.552 0.649 0.758
H 2.00170 1.73813 -2.19512 -0.910 0.294 1.351
H 0.32031 1.34862 -1.55384 1.525 0.860 0.694
H -2.43274 4.87204 -1.10098 -0.348 -1.749 -0.439
H -3.82080 3.80239 -1.74890 1.517 0.097 0.448
H -2.13469 3.64024 -2.47397 -0.793 0.228 1.770
H -2.20657 6.24435 0.46491 0.662 -0.824 1.268
H -1.11500 6.69633 1.87260 -0.481 -1.381 -1.286
H -1.57743 4.08725 2.50612 -0.480 0.498 -0.489
H -3.03830 4.55182 1.75194 0.992 -0.296 0.805
C 2.77396 1.17382 -6.18585 -0.051 -0.004 0.149
C 2.34737 -0.28385 -6.31960 -0.009 0.265 0.070
N 1.40668 -0.71788 -5.29088 -0.071 -0.412 0.182
C 1.22481 -2.16610 -5.24821 0.235 0.108 0.078
C 0.59071 -2.83599 -6.46732 -0.131 -0.275 -0.067
C 0.18496 0.06774 -5.16021 0.198 0.420 0.132
C -0.71092 0.19943 -6.39165 -0.310 0.034 -0.072
H 3.18422 1.37609 -5.19226 -0.123 0.089 -0.065
H 3.55070 1.40181 -6.92102 -0.070 -0.056 0.023
H 1.94389 1.86140 -6.36639 0.072 -0.009 0.062
H 3.25694 -0.89018 -6.24382 -0.212 -0.177 0.105
H 1.94702 -0.44396 -7.32938 0.009 -0.050 -0.172
H 0.64332 -2.43257 -4.35827 -0.035 0.204 -0.043
H 2.20764 -2.62482 -5.08582 0.030 0.177 -0.057
H -0.48300 -2.65441 -6.51459 0.034 0.048 -0.085
H 0.72581 -3.92035 -6.39967 0.004 0.048 -0.003
H 1.04512 -2.51127 -7.40602 -0.030 0.034 0.073
H 0.46099 1.07712 -4.83392 0.136 -0.119 -0.080
H -0.41384 -0.32408 -4.33004 0.191 -0.193 -0.063
H -0.14605 0.41299 -7.30151 0.027 -0.028 0.056
H -1.41324 1.02679 -6.24626 0.063 -0.047 0.001
H -1.30937 -0.69780 -6.55446 0.061 0.016 -0.117
C -4.77562 -0.62940 3.05843 0.053 -0.033 -0.077
C -6.08155 -1.41220 2.98415 0.190 0.044 -0.092
N -6.36057 -1.96599 1.66286 -0.347 0.003 -0.238
C -7.72751 -2.46113 1.52070 -0.020 0.237 0.034
C -8.14223 -3.65156 2.38509 -0.213 -0.198 -0.001
C -5.32567 -2.81887 1.08828 0.343 0.261 -0.014
C -4.90176 -4.05481 1.88103 0.121 -0.281 -0.060
H -4.74714 0.16314 2.30517 0.017 -0.140 0.047
H -4.67999 -0.16002 4.04131 -0.030 -0.065 -0.059
H -3.90372 -1.27363 2.91987 -0.031 0.081 -0.024
H -6.88508 -0.71711 3.25188 -0.127 -0.199 -0.173
H -6.07080 -2.19147 3.75686 -0.005 -0.031 0.158
H -7.91679 -2.70669 0.46967 0.216 0.009 0.037
H -8.41109 -1.63209 1.73999 0.171 0.048 0.065
H -7.71501 -4.58472 2.01834 0.041 0.013 0.096
H -9.23025 -3.76631 2.35051 0.058 0.018 0.006
H -7.86354 -3.52397 3.43346 0.028 0.003 -0.077
H -4.43343 -2.20558 0.91662 -0.126 0.042 0.118
H -5.62819 -3.13270 0.08293 -0.223 0.110 0.139
H -4.75849 -3.84447 2.94298 -0.037 0.029 -0.041
H -3.94779 -4.42778 1.49454 -0.069 0.047 0.028
H -5.62246 -4.86694 1.77997 0.015 0.026 0.132
C 5.80886 -0.86200 4.86174 0.079 -0.028 -0.070
C 4.49939 -1.63957 4.79191 0.156 0.038 -0.145
N 4.21371 -2.19270 3.47237 -0.334 -0.047 -0.206
C 2.84317 -2.68290 3.33525 -0.045 0.261 0.024
C 2.42955 -3.87139 4.20293 -0.205 -0.198 0.001
C 5.24106 -3.05089 2.89352 0.304 0.282 -0.010
C 5.66152 -4.28937 3.68452 0.128 -0.287 -0.055
H 5.83800 -0.07024 4.10803 -0.023 -0.128 0.016
H 5.90913 -0.39258 5.84420 -0.036 -0.064 -0.056
H 6.67785 -1.50991 4.72088 -0.036 0.057 -0.015
H 3.69988 -0.94081 5.06158 -0.118 -0.197 -0.179
H 4.50928 -2.41853 5.56514 0.009 -0.029 0.173
H 2.64790 -2.92868 2.28551 0.223 0.030 0.040
H 2.16268 -1.85201 3.55677 0.183 0.052 0.047
H 2.85251 -4.80617 3.83505 0.037 0.007 0.095
H 1.34115 -3.98325 4.17364 0.062 0.023 0.003
H 2.71360 -3.74350 5.24995 0.024 0.001 -0.069
H 6.13594 -2.44257 2.71809 -0.124 0.040 0.111
H 4.93253 -3.36295 1.88960 -0.219 0.121 0.146
H 5.81047 -4.07990 4.74595 -0.042 0.028 -0.034
H 6.61187 -4.66771 3.29391 -0.063 0.040 0.023
H 4.93590 -5.09741 3.58649 0.019 0.031 0.133

Record 3
47
Properties=species:S:1:pos:R:3:forces:R:3 method="wB97M-V/def2-TZVPD" charge=+2 homo_energy_ev=-13.5 homo_lumo_gap_ev=5.99 e_tot_ha=-1677.2163
C 0.26478 0.79256 -6.38955 0.027 0.178 -0.577
C 1.63765 1.30266 -6.40471 0.228 0.037 0.298
C 0.02035 -0.61742 -6.70036 -0.069 -0.319 0.282
C -0.85454 1.73755 -6.42487 -0.209 0.097 0.297
Cl 0.12821 0.39646 -3.07026 -0.127 0.977 -3.743
H 0.03034 -0.63086 -7.80039 0.019 0.080 -0.210
H -0.98385 -0.97783 -6.43415 0.430 0.151 0.099
H 0.83287 -1.30065 -6.41323 -0.348 0.300 0.086
H 1.80020 1.48862 -7.47602 -0.026 0.023 -0.280
H 2.40998 0.56455 -6.14427 -0.373 0.280 0.121
H 1.77931 2.28920 -5.93971 -0.124 -0.478 0.037
H -0.92649 1.97116 -7.49700 0.040 0.011 -0.265
H -0.66489 2.71164 -5.95098 -0.033 -0.487 0.026
H -1.83370 1.30166 -6.18021 0.435 0.139 0.122
C 1.38312 -0.95444 0.68862 0.501 -1.292 -0.540
C 0.72799 -1.94494 -0.17278 1.888 0.105 -0.181
C 1.25640 -1.78682 -1.50840 -0.493 -0.600 1.768
H 0.23806 -2.88592 0.11666 -0.261 1.122 0.093
C 2.29322 -0.85046 -1.42271 0.934 1.382 0.351
C 2.40193 -0.29368 -0.09015 -0.131 -1.240 -1.153
H 3.19382 0.41165 0.23200 -0.972 -0.489 -0.242
H 1.26271 -0.88342 1.77755 -0.062 -0.020 -0.718
H 0.94492 -2.37632 -2.38830 0.300 0.534 0.701
H 2.89499 -0.58248 -2.29632 -0.173 0.174 0.557
C -2.08240 1.15661 0.16462 -0.663 -0.659 -0.983
C -1.58783 -0.00930 0.84283 -1.124 -0.626 -0.095
C -1.72755 -1.14682 -0.05859 -1.303 0.718 0.048
H -1.33910 -0.07316 1.91613 -0.080 0.003 -0.875
C -2.18299 -0.65025 -1.33154 0.271 -0.988 1.222
C -2.45094 0.70593 -1.15895 0.135 1.915 0.015
H -2.86935 1.31869 -1.96638 0.325 -0.032 0.550
H -2.27044 2.18410 0.55423 0.491 -1.141 -0.394
H -1.86470 -2.21407 0.19530 0.889 0.920 0.014
H -2.36881 -1.27229 -2.22870 0.146 0.631 0.790
Zr 0.10786 0.38563 -0.82006 -0.575 -1.755 3.180
S 0.85836 2.42187 0.85439 0.048 0.049 0.815
C 0.73169 1.88802 2.51631 -0.551 -0.818 2.036
N 1.69510 1.28507 3.26932 0.459 0.281 -1.703
C 1.33720 1.06180 4.67727 0.234 -0.149 -0.102
C -0.10556 1.57277 4.73324 -0.601 0.143 -0.043
N -0.35031 2.03113 3.34942 1.177 -0.152 -1.276
H 2.63401 1.06641 2.89440 -1.078 0.419 0.350
H 2.02315 1.63135 5.31304 -0.198 -0.211 -0.023
H 1.37840 -0.01050 4.93584 0.191 0.505 -0.150
H -0.24320 2.42397 5.41462 0.058 -0.399 -0.105
H -0.79441 0.75181 5.00863 0.198 0.577 -0.166
H -1.22177 2.43547 3.04672 0.152 0.107 -0.036

Record 4
14
Properties=species:S:1:pos:R:3:forces:R:3 method="wB97M-V/def2-TZVPD" charge=0 homo_energy_ev=-9.8 homo_lumo_gap_ev=9.69 e_tot_ha=-266.6465
C -0.40595 0.70173 -1.32566 0.214 0.055 -0.044
C -0.17705 0.06050 0.01977 0.171 0.084 0.087
C -0.24194 -1.44221 0.13688 0.308 0.033 -0.025
N -0.58463 0.74619 1.10938 0.140 0.007 -0.070
C 1.90201 0.34562 0.28651 -0.535 -0.756 1.115
N 2.37193 0.17927 1.34380 0.113 0.250 -0.918
H 0.59580 1.00457 -1.60225 -0.205 0.211 -0.557
H -1.05589 1.58063 -1.28152 0.056 -0.188 0.142
H -0.78510 -0.00298 -2.07079 -0.009 0.046 0.245
H -1.27576 -1.78184 0.30655 0.186 0.368 -0.104
H 0.37930 -1.75514 0.97396 -0.088 -0.133 -0.060
H 0.12569 -1.90279 -0.78002 0.062 0.016 0.145
H -0.17444 0.38399 1.96376 -0.279 0.104 -0.002
H -0.46526 1.74946 1.04114 -0.135 -0.098 0.047